1.
Molecular formula: C16H48O16
Method: DFT, ωB97M-V with the def2-TZVPD basis set

As for the molar mass: 496.54 g/mol. Its SMILES is OCCO.OCCO.OCCO.OCCO.OCCO.OCCO.OCCO.OCCO. As for the HOMO-LUMO gap: 0.355 Ha.

Positions of all 80 atoms, in Å:
C (16.42422, -2.95853, -16.86408)
C (15.80190, -2.45465, -18.14002)
O (16.70896, -1.59907, -18.81820)
O (16.81688, -1.84953, -16.02621)
H (17.32838, -3.55749, -17.03062)
H (15.79376, -3.63989, -16.28074)
H (14.86354, -1.91788, -17.95475)
H (15.49560, -3.31422, -18.73924)
H (17.05965, -0.99689, -18.14397)
H (17.49139, -2.20364, -15.44166)
C (21.48878, -6.47581, -17.74506)
C (20.99194, -5.19890, -18.39312)
O (20.35973, -5.41703, -19.66575)
O (22.67843, -6.96370, -18.37742)
H (20.78193, -7.28997, -17.90327)
H (21.67199, -6.31568, -16.67971)
H (21.77320, -4.43682, -18.45762)
H (20.17730, -4.85101, -17.74237)
H (19.81790, -4.61356, -19.73521)
H (23.26584, -6.22214, -18.56020)
C (18.38366, -3.63975, -21.41289)
C (18.19196, -2.52292, -22.41346)
O (16.98861, -1.79853, -22.20866)
O (18.78569, -3.04666, -20.16049)
H (19.08139, -4.41201, -21.72597)
H (17.40659, -4.11242, -21.27316)
H (18.18706, -2.90288, -23.43951)
H (18.99604, -1.78060, -22.44713)
H (17.00735, -1.29637, -21.38585)
H (18.01170, -2.65802, -19.72317)
C (13.58009, -0.84410, -20.08360)
C (12.51006, -1.91422, -19.92672)
O (11.59730, -1.58088, -18.87496)
O (13.03053, 0.30207, -20.74535)
H (14.41398, -1.19730, -20.69280)
H (13.97604, -0.53463, -19.11398)
H (12.94032, -2.88440, -19.65367)
H (12.02342, -2.08595, -20.89200)
H (10.97690, -0.95856, -19.27819)
H (12.41111, 0.76615, -20.17523)
C (15.21934, 2.29778, -22.61004)
C (16.40155, 1.57024, -21.95696)
O (17.24748, 2.55877, -21.36216)
O (14.21725, 1.42851, -23.10863)
H (15.57660, 2.78148, -23.52612)
H (14.80849, 3.00319, -21.88011)
H (16.99464, 0.92892, -22.61032)
H (15.94486, 0.95518, -21.16229)
H (18.05262, 2.10307, -21.10095)
H (13.81397, 0.99529, -22.33507)
C (20.85763, -9.21369, -22.38515)
C (21.12905, -7.72342, -22.25116)
O (19.94716, -6.97530, -22.01626)
O (20.55779, -9.80155, -21.13937)
H (21.75502, -9.64341, -22.83315)
H (20.04394, -9.35311, -23.10488)
H (21.55243, -7.35224, -23.19766)
H (21.88432, -7.53251, -21.48228)
H (20.02522, -6.50217, -21.17762)
H (19.65824, -9.56178, -20.90233)
C (22.16981, -3.64764, -21.64632)
C (22.31176, -2.60849, -22.76448)
O (22.91308, -1.42491, -22.25171)
O (23.43351, -4.18853, -21.24936)
H (21.53731, -4.46188, -22.02587)
H (21.64537, -3.20842, -20.80046)
H (21.33258, -2.33252, -23.15306)
H (22.92363, -3.03097, -23.57167)
H (23.76180, -1.68941, -21.87507)
H (23.70962, -4.68846, -22.02808)
C (14.71643, -5.35473, -22.34291)
C (14.58447, -4.00441, -22.96958)
O (13.80341, -4.05614, -24.17947)
O (15.50497, -6.17779, -23.20738)
H (13.77340, -5.87603, -22.14335)
H (15.22251, -5.21390, -21.37340)
H (15.59141, -3.66361, -23.21982)
H (14.15354, -3.24507, -22.31274)
H (13.02537, -3.51976, -24.01576)
H (15.65396, -7.00112, -22.73168)


2.
Molecular formula: C16H48O8
Method: DFT, ωB97M-V with the def2-TZVPD basis set

As for the molar mass: 368.55 g/mol. Its SMILES is CCO.CCO.CCO.CCO.CCO.CCO.CCO.CCO. As for the HOMO-LUMO gap: 0.377 Ha.

Positions of all 72 atoms, in Å:
C (-0.85779, -6.31004, -0.10893)
C (0.50500, -5.65421, -0.10891)
O (1.40610, -6.37474, 0.73141)
H (-1.19644, -6.56478, 0.89243)
H (-0.76998, -7.23531, -0.68638)
H (-1.59697, -5.74423, -0.67708)
H (0.52241, -4.62937, 0.27725)
H (0.89675, -5.60676, -1.13163)
H (1.96024, -5.77531, 1.22819)
C (3.11737, 4.47393, -0.75675)
C (2.03962, 3.59073, -1.30323)
O (1.05764, 3.30935, -0.27876)
H (3.82723, 4.73856, -1.54533)
H (3.71955, 3.98856, 0.01031)
H (2.65329, 5.38859, -0.38741)
H (2.39427, 2.64207, -1.71316)
H (1.46838, 4.08193, -2.09739)
H (0.21304, 3.72071, -0.47120)
C (-3.39549, -0.56607, -4.20004)
C (-2.10477, 0.25234, -4.26671)
O (-1.05227, -0.40939, -3.60103)
H (-3.76607, -0.56183, -3.17678)
H (-3.26024, -1.59624, -4.54002)
H (-4.13251, -0.18949, -4.91378)
H (-2.36738, 1.18289, -3.75388)
H (-1.86894, 0.47540, -5.30850)
H (-0.75131, 0.10255, -2.84476)
C (-0.06962, 1.61739, 4.99015)
C (0.22375, 0.35099, 4.19812)
O (-0.48149, -0.68668, 4.90191)
H (0.54559, 1.74167, 5.87804)
H (-1.12403, 1.57279, 5.25608)
H (0.07900, 2.49619, 4.35883)
H (1.26600, 0.11978, 3.96206)
H (-0.22934, 0.35654, 3.19831)
H (-0.20632, -1.54725, 4.57092)
C (0.41943, 4.83284, 2.90336)
C (1.82885, 4.27123, 3.03992)
O (2.04699, 3.10770, 2.27649)
H (-0.28978, 4.09917, 3.29319)
H (0.21433, 4.99382, 1.84627)
H (0.24908, 5.70286, 3.53717)
H (2.08554, 4.09707, 4.08515)
H (2.52766, 5.05301, 2.70992)
H (1.60886, 3.12797, 1.39437)
C (0.66380, -1.57281, -0.32433)
C (-0.37996, -0.50217, 0.04001)
O (-0.09119, 0.59225, -0.85640)
H (1.68338, -1.18299, -0.27900)
H (0.66507, -1.94475, -1.35186)
H (0.50526, -2.41804, 0.35249)
H (-0.18429, -0.23395, 1.07548)
H (-1.38007, -0.84137, -0.21663)
H (0.45727, 1.25478, -0.41277)
C (0.51157, -3.84458, -4.18181)
C (2.00808, -3.92281, -4.46361)
O (2.49736, -5.16829, -3.93990)
H (0.40688, -3.52542, -3.14223)
H (-0.03176, -4.74409, -4.45761)
H (0.00029, -3.00983, -4.67925)
H (2.46360, -3.11468, -3.88126)
H (2.26186, -3.80384, -5.51825)
H (2.97839, -4.95066, -3.13972)
C (-2.08022, 2.17246, 1.37996)
C (-2.81200, 1.45807, 2.51092)
O (-4.04441, 2.11047, 2.79747)
H (-1.03054, 1.91250, 1.22217)
H (-2.02766, 3.24459, 1.57863)
H (-2.52069, 2.11538, 0.37910)
H (-2.22739, 1.64489, 3.40814)
H (-2.94891, 0.39926, 2.28597)
H (-4.69895, 1.83868, 2.14610)


Question: Number 2 is which compound?
Answer: C16H48O8